1.
{"formula": "C5H6O", "method": "ωB97M-V/def2-TZVPD", "spin_multiplicity": 1, "charge": 0, "smiles": "C#CCC(C)=O", "e_homo_ha": -0.3639, "homo_lumo_gap_ev": 10.80, "species": ["C", "C", "C", "C", "C", "O", "H", "H", "H", "H", "H", "H"], "coordinates": [[-0.351, -1.194, -2.326], [-0.628, -0.413, -1.444], [-0.906, 0.573, -0.379], [-0.164, 0.494, 0.927], [1.179, -0.097, 1.184], [-0.852, 0.941, 1.832], [-0.153, -1.909, -3.105], [-0.854, 1.589, -0.782], [-1.798, 0.712, 0.346], [1.278, -0.223, 2.264], [1.955, 0.579, 0.814], [1.295, -1.053, 0.668]], "atomic_forces_ev_per_a": [[-0.3, 0.5, 0.6], [-0.4, -0.3, 0.0], [-0.6, 0.3, 0.4], [0.0, 0.4, 0.9], [0.1, -0.1, 0.0], [1.1, -0.1, 0.8], [0.0, 0.3, 0.3], [0.5, 0.0, 0.0], [-0.6, -1.1, -2.9], [0.1, 0.0, -0.2], [0.0, -0.1, 0.0], [0.0, 0.1, 0.0]]}

***

2.
{"formula": "C5H6O", "method": "ωB97M-V/def2-TZVPD", "spin_multiplicity": 1, "charge": 0, "smiles": "CC=C=C=CO", "e_homo_ha": -0.2995, "homo_lumo_gap_ev": 8.96, "species": ["C", "C", "C", "C", "C", "O", "H", "H", "H", "H", "H", "H"], "coordinates": [[-1.942, 0.286, -0.652], [-0.997, -0.877, -0.826], [0.235, -0.782, -0.378], [1.378, -0.560, 0.135], [2.352, -0.070, 0.877], [2.238, 1.123, 1.522], [-1.375, 1.201, -0.451], [-2.539, 0.453, -1.554], [-2.634, 0.127, 0.183], [-1.356, -1.787, -1.302], [3.319, -0.531, 1.045], [1.323, 1.417, 1.400]], "atomic_forces_ev_per_a": [[-0.1, 0.1, 0.0], [0.1, 0.0, 0.1], [0.1, 0.0, 0.1], [-0.2, 0.1, 0.1], [0.0, -0.3, -0.2], [-0.1, 0.1, 0.0], [-0.1, -0.1, 0.0], [0.1, -0.1, 0.1], [0.1, 0.0, -0.1], [0.1, 0.1, 0.0], [-0.2, 0.0, -0.1], [0.2, 0.1, 0.1]]}

***

3.
{"formula": "C5H6O", "method": "ωB97M-V/def2-TZVPD", "spin_multiplicity": 1, "charge": 0, "smiles": "C#CC1(O)CC1", "e_homo_ha": -0.3293, "homo_lumo_gap_ev": 9.39, "species": ["C", "C", "C", "O", "C", "C", "H", "H", "H", "H", "H", "H"], "coordinates": [[-0.889, -1.203, 1.572], [-0.095, -0.282, 1.509], [0.365, -0.103, 0.090], [1.622, -0.652, -0.115], [-0.437, 0.070, -1.168], [0.064, 1.264, -0.407], [-1.540, -2.018, 1.706], [2.148, -0.411, 0.663], [0.116, -0.191, -2.069], [-1.499, -0.137, -1.189], [0.920, 1.801, -0.784], [-0.671, 1.843, 0.153]], "atomic_forces_ev_per_a": [[-0.5, -0.2, 1.6], [-0.7, -1.6, -1.0], [0.8, 2.0, -0.1], [0.5, 0.1, 0.1], [-0.1, -0.5, 0.1], [0.3, 0.7, -0.4], [-0.5, -0.5, 0.2], [0.1, -0.1, -0.2], [-0.2, 0.0, 0.2], [0.1, 0.0, 0.0], [-0.1, 0.3, -0.3], [0.3, -0.2, -0.1]]}

***

4.
{"formula": "C5H6O", "method": "ωB97M-V/def2-TZVPD", "spin_multiplicity": 1, "charge": 0, "e_homo_ha": [-0.3273, -0.3122], "homo_lumo_gap_ev": [7.46, 7.21], "species": ["C", "C", "C", "C", "C", "O", "H", "H", "H", "H", "H", "H"], "coordinates": [[1.483, 1.092, 0.812], [0.048, 1.163, 0.446], [-0.699, 0.210, -0.180], [-0.307, -0.818, -1.054], [-1.067, -2.028, -1.214], [-0.638, -3.134, -0.919], [1.533, 0.551, 1.769], [2.069, 0.517, 0.087], [1.914, 2.083, 0.984], [-0.515, 1.983, 0.887], [-1.754, 0.296, 0.094], [-2.066, -1.913, -1.713]], "atomic_forces_ev_per_a": [[0.0, 0.0, -0.1], [0.0, 0.1, 0.3], [0.0, -0.4, -0.3], [-0.2, 0.4, 0.6], [0.3, -0.3, 0.0], [-0.3, 0.5, 0.0], [0.1, 0.1, -0.2], [-0.1, 0.0, 0.0], [-0.1, -0.2, -0.1], [0.0, -0.2, 0.2], [-0.2, 0.0, -0.4], [0.3, 0.1, 0.1]]}

***

5.
{"formula": "C5H6O", "method": "ωB97M-V/def2-TZVPD", "spin_multiplicity": 1, "charge": 0, "smiles": "C=C=C[C@H]1CO1", "e_homo_ha": -0.3517, "homo_lumo_gap_ev": 10.55, "species": ["C", "C", "C", "C", "C", "O", "H", "H", "H", "H", "H", "H"], "coordinates": [[-2.705, 0.369, -0.094], [-1.455, 0.025, -0.093], [-0.281, -0.533, -0.123], [1.013, 0.242, -0.282], [2.249, -0.145, 0.407], [2.097, -0.352, -0.986], [-3.224, 0.449, -1.039], [-3.229, 0.601, 0.822], [-0.558, -1.541, 0.181], [0.884, 1.313, -0.511], [2.240, -1.048, 1.016], [2.968, 0.620, 0.701]], "atomic_forces_ev_per_a": [[-0.2, 0.3, -0.1], [-0.2, 0.6, -0.3], [-0.3, 0.8, 0.3], [-0.5, -0.2, 0.3], [0.0, 0.0, 0.3], [-0.1, -0.2, -0.2], [-0.2, -0.1, 0.0], [0.0, 0.2, 0.0], [1.7, -0.6, -0.3], [-0.2, -0.6, 0.1], [0.0, 0.1, -0.1], [-0.1, -0.1, -0.1]]}

***

6.
{"formula": "C5H6O", "method": "ωB97M-V/def2-TZVPD", "spin_multiplicity": 1, "charge": 0, "smiles": "C#CO/C=C\\C", "e_homo_ha": -0.3348, "homo_lumo_gap_ev": 10.10, "species": ["C", "C", "O", "C", "C", "C", "H", "H", "H", "H", "H", "H"], "coordinates": [[1.788, -1.109, -1.311], [0.608, -1.164, -1.081], [-0.682, -1.270, -0.897], [-1.240, -0.822, 0.303], [-0.969, 0.313, 0.934], [-0.027, 1.410, 0.537], [2.834, -1.061, -1.506], [-1.988, -1.530, 0.641], [-1.532, 0.460, 1.854], [0.772, 1.522, 1.280], [0.438, 1.238, -0.434], [-0.569, 2.362, 0.499]], "atomic_forces_ev_per_a": [[-0.5, 0.0, 0.1], [0.5, 0.0, -0.1], [0.3, 0.0, -0.2], [-0.1, 0.2, 0.3], [0.0, -0.2, -0.1], [0.0, 0.0, -0.1], [-0.2, 0.0, 0.0], [0.1, 0.1, 0.0], [0.1, -0.1, -0.1], [-0.1, 0.0, -0.1], [-0.1, 0.0, 0.1], [0.1, -0.1, 0.0]]}

***

7.
{"formula": "C5H6O", "method": "ωB97M-V/def2-TZVPD", "spin_multiplicity": 1, "charge": 0, "e_homo_ha": [-0.3159, -0.3254], "homo_lumo_gap_ev": [7.08, 8.93], "species": ["C", "C", "C", "C", "C", "O", "H", "H", "H", "H", "H", "H"], "coordinates": [[-0.643, -1.286, -0.863], [1.123, -0.762, 1.030], [0.587, 0.496, 1.038], [0.025, 1.586, 0.945], [-0.846, 2.166, -0.033], [-1.720, 1.521, -0.592], [-1.482, -1.543, -0.218], [-0.910, -0.741, -1.777], [0.211, -1.923, -0.895], [2.206, -0.885, 0.905], [0.604, -1.555, 1.544], [-0.664, 3.220, -0.263]], "atomic_forces_ev_per_a": [[-0.6, -0.2, -0.6], [0.4, 0.5, 0.6], [0.2, -0.1, 0.2], [0.1, -0.8, 0.1], [-0.9, 0.2, -0.5], [0.6, 0.6, 0.5], [0.4, 0.1, 0.1], [0.4, 0.1, 0.7], [0.2, -0.5, -0.2], [-0.5, 0.0, -0.3], [-0.1, -0.1, -0.1], [-0.1, 0.2, -0.3]]}

***

8.
{"formula": "C5H6O", "method": "ωB97M-V/def2-TZVPD", "spin_multiplicity": 1, "charge": 0, "smiles": "O=C1C[C@H]2C[C@@H]12", "e_homo_ha": -0.3471, "homo_lumo_gap_ev": 10.45, "species": ["O", "C", "C", "C", "C", "C", "H", "H", "H", "H", "H", "H"], "coordinates": [[2.341, 0.288, 0.955], [1.217, 0.201, 0.547], [-0.036, 1.104, 0.639], [-0.839, -0.120, 0.117], [-0.282, -0.558, -1.294], [0.421, -0.924, -0.035], [-0.249, 1.343, 1.692], [-0.032, 2.040, 0.065], [-1.779, -0.447, 0.529], [-0.493, 0.442, -1.602], [-0.822, -1.373, -1.770], [0.511, -1.976, 0.202]], "atomic_forces_ev_per_a": [[-0.5, 0.1, -0.1], [0.4, 0.1, 0.2], [-0.1, 0.0, -0.2], [-0.2, -0.8, 0.7], [-2.2, 0.8, 1.2], [0.5, -0.3, 0.4], [0.0, -0.1, -0.3], [0.0, -0.2, 0.0], [0.1, -0.2, 0.1], [1.7, 0.4, -1.9], [0.1, 0.3, 0.1], [0.3, 0.1, -0.2]]}

***

Record order is preserved below.
Energy relative to the best compared isomer or geometry (same formula, charge and spin): 59.3, 58.5, 103.7, 93.2, 70.8, 70.0, 136.3, 56.0 kcal/mol